Record 1
{
  "formula": "C23H34N2O3",
  "method": "ωB97M-V with the def2-TZVPD basis set",
  "species": ["C", "C", "C", "C", "C", "C", "C", "O", "N", "C", "C", "C", "C", "C", "O", "N", "C", "C", "C", "C", "C", "C", "C", "C", "C", "O", "C", "C", "H", "H", "H", "H", "H", "H", "H", "H", "H", "H", "H", "H", "H", "H", "H", "H", "H", "H", "H", "H", "H", "H", "H", "H", "H", "H", "H", "H", "H", "H", "H", "H", "H", "H"],
  "xyz": [[0.044, 0.989, 0.518], [0.488, -0.251, -0.250], [1.919, -0.211, -0.818], [2.679, -1.476, -0.436], [2.054, 0.102, -2.328], [3.281, 0.984, -2.031], [3.334, 2.321, -2.727], [2.331, 2.978, -2.967], [4.563, 2.764, -3.063], [5.927, 2.340, -2.749], [6.416, 3.585, -3.547], [7.087, 3.282, -4.874], [8.553, 3.151, -4.436], [8.822, 1.753, -3.879], [8.992, 1.542, -2.684], [8.797, 0.752, -4.776], [9.115, -0.639, -4.441], [10.619, -0.624, -4.192], [11.107, -0.117, -5.566], [10.293, 0.382, -6.511], [8.825, 0.744, -6.211], [7.683, -0.303, -6.554], [6.905, -0.801, -5.275], [7.784, -1.238, -4.029], [8.641, 4.219, -3.345], [7.303, 4.444, -2.876], [4.953, 4.067, -3.587], [2.812, 1.035, -0.553], [-0.960, 0.849, 0.919], [0.712, 1.194, 1.356], [0.024, 1.875, -0.119], [0.396, -1.113, 0.418], [-0.206, -0.438, -1.074], [3.689, -1.483, -0.854], [2.764, -1.556, 0.650], [2.158, -2.366, -0.800], [2.191, -0.744, -3.004], [1.235, 0.730, -2.678], [4.221, 0.443, -2.140], [6.183, 2.409, -1.690], [6.212, 1.360, -3.135], [6.680, 2.393, -5.357], [6.965, 4.135, -5.546], [9.250, 3.354, -5.250], [9.172, -1.148, -5.396], [11.033, -1.620, -4.019], [10.927, 0.024, -3.371], [12.156, -0.255, -5.803], [10.689, 0.616, -7.493], [8.595, 1.717, -6.645], [6.950, 0.158, -7.219], [8.103, -1.147, -7.106], [6.256, -1.623, -5.582], [6.240, 0.006, -4.964], [7.841, -2.325, -3.945], [7.370, -0.837, -3.104], [9.262, 3.887, -2.515], [9.022, 5.161, -3.745], [4.543, 4.308, -4.568], [4.756, 4.886, -2.891], [2.230, 1.939, -0.384], [3.578, 0.942, 0.219]],
  "e_homo_ev": -9.1,
  "smiles": "CC[C@]1(C)C[C@H](C(=O)N2CC3(C[C@H](C(=O)N4[C@H]5CC=C[C@H]4CCC5)CO3)C2)C1",
  "lumo_ha": 0.022,
  "orbital_gap_ev": 9.64,
  "charge": 0
}



Record 2
{
  "formula": "C9H9HgN2O4S",
  "method": "ωB97M-V with the def2-TZVPD basis set",
  "species": ["Hg", "C", "C", "N", "O", "H", "H", "H", "H", "H", "O", "S", "O", "N", "C", "O", "C", "C", "C", "C", "C", "C", "H", "H", "H", "H"],
  "xyz": [[3.299, -2.127, -0.162], [-0.332, 0.511, 3.550], [1.216, 0.401, 3.732], [1.676, 0.004, 4.958], [1.933, 0.771, 2.796], [-0.553, 1.517, 3.512], [-0.944, 0.166, 4.398], [-0.745, 0.111, 2.671], [1.081, -0.481, 5.566], [2.644, -0.017, 5.215], [-3.161, 0.805, -0.764], [-2.745, -0.335, -1.476], [-3.284, -1.617, -1.203], [-3.042, -0.327, -3.035], [-2.002, -0.293, -3.865], [-1.962, -0.528, -5.100], [-0.751, -0.069, -3.019], [0.507, 0.186, -3.548], [1.560, 0.313, -2.647], [1.263, 0.319, -1.276], [0.061, -0.113, -0.735], [-0.983, -0.202, -1.649], [0.569, 0.350, -4.618], [2.517, 0.484, -3.132], [2.123, 0.458, -0.543], [0.054, -0.287, 0.374]],
  "e_homo_ev": [-9.3, -9.3],
  "multiplicity": 2,
  "lumo_ha": [-0.013, -0.135],
  "orbital_gap_ev": [8.99, 5.65],
  "charge": 0
}



Record 3
{
  "formula": "C5H13N2",
  "method": "ωB97M-V with the def2-TZVPD basis set",
  "species": ["C", "N", "C", "C", "C", "C", "N", "H", "H", "H", "H", "H", "H", "H", "H", "H", "H", "H", "H", "H"],
  "xyz": [[1.814, -2.459, -0.471], [1.121, -1.424, -0.329], [-0.284, -1.561, 0.054], [-0.783, -0.278, 0.736], [-0.695, 0.923, -0.182], [-1.272, 2.222, 0.332], [0.789, 1.154, -0.491], [2.851, -2.336, -0.773], [1.457, -3.460, -0.251], [-0.852, -1.730, -0.866], [-0.427, -2.400, 0.736], [-1.768, -0.425, 1.139], [-0.065, -0.071, 1.542], [-1.086, 0.682, -1.132], [-1.323, 2.979, -0.443], [-2.227, 2.047, 0.828], [-0.649, 2.620, 1.140], [1.211, 0.224, -0.682], [0.968, 1.799, -1.254], [1.224, 1.493, 0.367]],
  "e_homo_ev": -14.4,
  "smiles": "C=NCC[C@@H](C)[NH3+]",
  "lumo_ha": -0.105,
  "orbital_gap_ev": 11.55,
  "charge": 1
}



Record 4
{
  "formula": "C19H20N2O7Tc",
  "method": "ωB97M-V with the def2-TZVPD basis set",
  "species": ["Tc", "O", "C", "C", "C", "N", "C", "C", "C", "O", "O", "C", "O", "O", "H", "H", "H", "C", "C", "C", "C", "C", "C", "C", "H", "H", "H", "H", "H", "H", "H", "H", "O", "C", "O", "C", "N", "C", "C", "C", "H", "H", "H", "H", "H", "H", "H", "H", "H"],
  "xyz": [[0.509, 0.673, 0.540], [-1.861, -2.459, 5.153], [-1.393, -1.742, 4.152], [-2.054, -0.610, 3.633], [-1.454, 0.056, 2.597], [-0.269, -0.332, 2.127], [0.310, -1.473, 2.513], [-0.205, -2.206, 3.545], [1.398, -1.863, 1.540], [2.169, -2.751, 1.682], [1.360, -1.053, 0.450], [-2.045, 1.143, 1.729], [-3.014, 1.775, 1.975], [-1.306, 1.269, 0.588], [-2.701, -2.130, 5.501], [-3.024, -0.292, 3.993], [0.246, -3.139, 3.855], [1.782, -1.380, -2.619], [1.786, 0.050, -2.194], [2.983, 0.764, -2.097], [3.001, 2.094, -1.708], [1.818, 2.758, -1.389], [0.603, 2.082, -1.490], [0.588, 0.723, -1.881], [2.258, -1.482, -3.595], [0.774, -1.783, -2.682], [2.356, -1.982, -1.912], [3.911, 0.266, -2.347], [3.944, 2.623, -1.672], [1.826, 3.805, -1.117], [-0.333, 2.611, -1.360], [-0.363, 0.237, -2.080], [2.371, 1.182, 1.334], [2.059, 2.218, 2.016], [0.903, 2.668, 2.026], [3.169, 2.888, 2.801], [2.582, 4.113, 3.468], [3.247, 5.326, 2.852], [4.623, 4.799, 2.490], [4.327, 3.407, 1.928], [3.514, 2.202, 3.574], [2.755, 4.093, 4.472], [1.564, 4.105, 3.317], [3.224, 6.147, 3.563], [2.665, 5.593, 1.970], [5.257, 4.741, 3.376], [5.122, 5.443, 1.769], [5.179, 2.735, 1.973], [4.006, 3.470, 0.887]],
  "e_homo_ev": [-15.3, -15.7],
  "multiplicity": 4,
  "lumo_ha": [-0.275, -0.305],
  "orbital_gap_ev": [7.80, 7.35],
  "charge": 2
}